# C38H51IrN8OSSi2

C38H51IrN8OSSi2 as an isolated structure (the ωB97M-V functional and the def2-TZVPD basis, the Open Molecules 2025 dataset).

Its spin multiplicity is 6. The molecular weight is 916.34 g mol⁻¹. The calculation puts the HOMO-LUMO gap (alpha / beta) at 6.9 / 4.9 eV. For the LUMO energy (alpha / beta), the calculation gives -2.2 / -4.9 eV. As for the net charge: +1. The relative energy (zero: lowest compared OMol25 entry of this formula, charge and spin) is 102.2 kJ/mol. The calculation puts the electronic energy at -3073.1257 a.u.

Last column: Mulliken spin population.
CARTESIAN COORDINATES (ANGSTROEM)
Ir -5.21 0.72 23.23  2.502
C -10.66 -0.76 24.57  0.013
Si -10.99 0.59 23.34  -0.003
C -12.19 0.05 22.03  0.000
C -11.65 2.17 24.23  0.000
C -9.45 1.20 22.42  -0.008
C -9.64 2.11 21.38  0.008
C -8.58 2.81 20.75  -0.003
C -7.34 2.59 21.21  0.010
N -7.08 1.71 22.22  0.102
C -8.08 0.96 22.71  0.032
S -7.42 -0.31 23.72  0.278
H -11.60 -0.83 25.19  0.002
H -9.86 -0.80 25.26  -0.003
H -10.47 -1.64 23.98  -0.002
H -11.74 -0.52 21.21  0.000
H -12.59 0.95 21.59  0.000
H -13.08 -0.44 22.47  0.000
H -12.62 2.24 24.69  0.000
H -11.58 3.07 23.60  0.000
H -10.91 2.34 25.07  0.000
H -10.63 2.29 20.96  0.000
H -8.77 3.61 20.00  0.002
H -6.54 3.20 20.86  0.011
N -7.28 3.43 25.21  0.000
C -7.01 2.54 26.18  0.018
N -7.53 2.68 27.44  0.002
C -7.09 1.78 28.35  0.000
N -7.78 1.63 29.45  0.000
N -6.06 0.96 28.15  0.004
C -5.62 0.86 26.88  -0.017
N -6.07 1.60 25.90  0.047
C -4.61 -0.22 26.57  0.026
C -4.18 -1.04 27.54  0.009
C -3.24 -2.04 27.31  -0.004
C -2.82 -2.20 26.04  -0.008
C -3.37 -1.42 25.04  -0.020
N -4.21 -0.38 25.30  0.154
H -8.17 3.88 25.41  0.000
H -7.19 3.16 24.23  0.005
H -8.67 1.98 29.50  0.000
H -7.32 1.16 30.21  0.000
H -4.63 -0.97 28.51  0.000
H -2.77 -2.67 28.11  0.000
H -2.11 -2.98 25.70  0.000
H -3.10 -1.62 24.01  0.040
C -4.15 2.47 23.95  0.457
Si -2.96 2.99 22.73  0.014
C -2.17 4.50 23.74  0.187
N -1.97 4.27 25.11  0.566
C -2.59 5.00 26.19  -0.039
C -2.97 4.09 27.31  0.041
C -1.82 3.21 27.74  0.000
C -0.59 3.33 26.86  0.011
C -1.02 3.21 25.38  0.002
C -3.75 3.69 21.18  0.018
C -4.56 4.77 21.25  0.008
C -5.35 5.21 20.20  0.000
C -5.20 4.54 18.99  0.002
C -4.42 3.42 18.90  -0.002
C -3.71 2.96 19.99  -0.006
C -1.61 1.74 22.40  0.044
C -0.70 1.94 21.34  -0.004
C 0.30 1.03 21.06  0.001
C 0.38 -0.15 21.82  0.005
C -0.51 -0.39 22.79  0.003
C -1.51 0.55 23.07  0.036
H -4.73 3.35 24.18  0.004
H -3.78 2.18 24.93  -0.014
H -2.79 5.38 23.56  0.019
H -1.13 4.60 23.33  0.037
H -3.60 5.45 25.88  0.013
H -1.97 5.84 26.63  0.039
H -3.78 3.53 26.92  -0.004
H -3.42 4.75 28.11  -0.006
H -2.05 2.09 27.68  0.001
H -1.45 3.46 28.72  0.001
H 0.00 2.43 27.11  -0.001
H -0.05 4.25 27.05  0.000
H -1.47 2.21 25.18  0.027
H -0.16 3.22 24.60  0.018
H -4.51 5.32 22.17  0.000
H -6.05 6.00 20.33  0.000
H -5.77 4.86 18.07  0.000
H -4.37 2.96 17.92  0.000
H -3.18 2.01 19.86  0.005
H -0.77 2.78 20.68  -0.001
H 0.87 1.25 20.14  0.000
H 1.21 -0.85 21.66  0.000
H -0.52 -1.35 23.30  0.000
H -2.18 0.41 23.91  -0.009
C -4.84 -2.80 22.05  0.012
C -4.99 -1.55 21.22  0.000
C -4.32 -1.69 19.87  0.012
O -4.42 -0.46 21.87  0.297
H -5.18 -3.64 21.41  0.000
H -5.39 -2.69 23.01  -0.001
H -3.79 -3.01 22.28  0.002
H -6.06 -1.32 21.04  0.003
H -3.25 -2.04 19.96  0.000
H -4.29 -0.77 19.32  0.000
H -4.85 -2.43 19.26  0.002

***

# C3H13N2O

A 2-piece molecular cluster, C3H13N2O overall (the ωB97M-V functional and the def2-TZVPD basis, the Open Molecules 2025 dataset).

The molecular weight is 93.15 g mol⁻¹. The calculation puts the HOMO-LUMO gap at 10.7 eV. For the LUMO energy, the calculation gives -2.9 eV. As for the net charge: +1. The relative energy (zero: lowest compared OMol25 entry of this formula, charge and spin) is 45.0 kJ/mol. The calculation puts the electronic energy at -306.6186 a.u.

Last column: natural (NBO) charge in e.
CARTESIAN COORDINATES (ANGSTROEM)
C -1.01 0.95 -0.29  -0.216
C -1.15 -0.10 0.80  -0.449
C -0.21 0.14 1.96  -0.234
N 1.14 0.42 1.51  -0.900
N 0.13 0.57 -1.20  -0.739
H -0.79 1.94 0.11  0.224
H -1.93 1.02 -0.85  0.232
H -1.08 -1.11 0.39  0.218
H -2.19 -0.11 1.12  0.252
H -0.61 0.98 2.55  0.214
H -0.28 -0.65 2.71  0.218
H 1.79 -0.37 1.48  0.390
H 1.62 1.27 1.71  0.402
H 0.63 1.24 -1.78  0.437
H 0.82 0.39 -0.43  0.454
H 0.10 -0.37 -1.63  0.468
H 0.72 -2.01 -3.46  0.506
H 1.45 -2.44 -2.18  0.500
O 0.85 -1.77 -2.52  -0.977

***

# C6H11N

A 2-piece molecular cluster, C6H11N overall (the ωB97M-V functional and the def2-TZVPD basis, the Open Molecules 2025 dataset).

The molecular weight is 97.16 g mol⁻¹. The calculation puts the HOMO-LUMO gap at 10.1 eV. For the LUMO energy, the calculation gives 0.6 eV. The relative energy (zero: lowest compared OMol25 entry of this formula, charge and spin) is 214.6 kJ/mol. The calculation puts the electronic energy at -289.8900 a.u. As for the SMILES: [H]/N=C\C=C.C=CC.

Last column: natural (NBO) charge in e.
CARTESIAN COORDINATES (ANGSTROEM)
C 1.64 -0.81 0.72  -0.657
C 1.63 0.52 0.05  -0.154
C 1.05 1.61 0.57  -0.418
H 2.15 0.58 -0.90  0.193
H 2.66 -1.07 1.02  0.222
H 1.28 -1.57 0.04  0.217
H 1.00 -0.80 1.60  0.216
H 0.64 1.61 1.57  0.203
H 1.11 2.56 0.08  0.198
C -1.62 0.65 0.17  0.104
C -1.22 0.05 -1.13  -0.261
C -1.24 -1.25 -1.40  -0.356
N -1.92 0.04 1.24  -0.604
H -1.80 -0.97 1.20  0.323
H -1.93 1.69 0.10  0.173
H -0.95 0.76 -1.91  0.210
H -1.55 -1.98 -0.66  0.187
H -0.94 -1.64 -2.35  0.205

***

# C25H48Br20NO5

C25H48Br20NO5 as an isolated structure (the ωB97M-V functional and the def2-TZVPD basis, the Open Molecules 2025 dataset).

The molecular weight is 2040.74 g mol⁻¹. The calculation puts the HOMO-LUMO gap at 6.2 eV. For the LUMO energy, the calculation gives 1.3 eV. As for the net charge: -1. The calculation puts the electronic energy at -52892.5648 a.u.

Last column: Mulliken charge in e.
CARTESIAN COORDINATES (ANGSTROEM)
C 1.45 -0.61 0.38  -0.548
C 1.72 0.63 -0.58  -0.531
C 0.88 1.90 -0.24  -0.162
O -0.40 1.96 -0.91  -0.368
N -1.16 0.98 -0.28  0.815
C -2.00 1.52 0.83  0.291
O -1.65 1.20 1.98  -0.669
O -2.99 2.28 0.64  -0.742
C -1.87 0.18 -1.20  0.063
O -2.32 0.54 -2.26  -0.714
O -1.99 -1.15 -0.83  -0.330
H 1.02 -1.43 -0.27  0.221
H 2.35 -0.95 0.95  0.008
H 0.60 -0.29 1.03  0.250
H 2.80 0.92 -0.50  0.373
H 1.56 0.37 -1.66  0.281
H 1.45 2.79 -0.65  0.290
H 0.77 2.10 0.85  0.125
H -2.91 -1.43 -1.02  0.201
Br -3.93 -5.51 -4.94  -0.103
C -2.86 -3.97 -4.41  -0.441
C -2.65 -3.90 -2.93  -0.553
Br -4.24 -3.24 -2.03  -0.179
H -3.36 -3.09 -4.81  0.393
H -1.90 -4.10 -4.93  0.166
H -1.87 -3.17 -2.69  0.324
H -2.40 -4.85 -2.48  0.462
Br 1.27 -3.40 -7.11  -0.146
C 0.15 -3.86 -8.63  -0.609
C -1.17 -4.42 -8.18  -0.417
Br -1.01 -6.25 -7.56  -0.081
H 0.72 -4.55 -9.25  0.394
H 0.00 -2.93 -9.17  0.363
H -1.88 -4.46 -9.01  0.387
H -1.62 -3.86 -7.36  0.146
Br 3.10 -1.95 3.49  -0.158
C 3.24 -0.52 4.81  0.170
C 2.14 0.48 4.65  -0.643
Br 2.48 1.67 3.15  -0.046
H 4.24 -0.08 4.71  -0.438
H 3.17 -1.03 5.78  0.411
H 2.08 1.14 5.53  0.213
H 1.16 0.03 4.49  0.559
Br 6.16 1.26 4.80  -0.203
C 6.25 2.69 6.12  -0.464
C 5.10 3.68 5.94  -0.767
Br 5.36 4.89 4.41  -0.106
H 7.23 3.13 6.03  0.393
H 6.17 2.19 7.09  0.363
H 4.99 4.33 6.80  0.422
H 4.16 3.17 5.76  0.275
Br 7.03 8.97 6.07  -0.147
C 7.90 7.82 7.38  -0.592
C 8.39 6.55 6.74  -0.721
Br 6.91 5.30 6.42  0.085
H 7.18 7.66 8.18  0.348
H 8.73 8.41 7.76  0.369
H 9.07 6.02 7.42  0.332
H 8.88 6.70 5.79  0.381
Br -7.38 -8.27 -4.35  -0.140
C -7.27 -6.92 -2.96  -0.336
C -8.38 -5.91 -3.08  -0.595
Br -8.02 -4.64 -4.52  -0.127
H -6.27 -6.47 -3.02  0.090
H -7.35 -7.47 -2.02  0.351
H -8.44 -5.30 -2.18  0.344
H -9.35 -6.36 -3.29  0.387
Br 0.96 3.98 6.95  -0.172
C -0.19 3.39 5.49  0.005
C -1.52 2.90 6.00  -0.682
Br -1.36 1.12 6.77  -0.191
H 0.36 2.64 4.93  -0.215
H -0.33 4.27 4.86  0.418
H -2.23 2.79 5.18  0.482
H -1.94 3.54 6.77  0.305
Br -1.73 0.25 -6.47  -0.174
C -1.59 1.49 -4.97  -0.024
C -2.70 2.50 -4.99  -0.510
Br -2.38 3.89 -6.33  -0.209
H -0.60 1.94 -5.02  0.436
H -1.66 0.87 -4.08  -0.154
H -2.74 3.03 -4.04  0.324
H -3.67 2.07 -5.21  0.402
Br -1.82 7.67 9.78  -0.144
C -0.74 7.41 8.18  -0.324
C -1.57 7.56 6.93  -0.594
Br -2.66 5.98 6.61  -0.079
H -0.27 6.43 8.26  0.079
H 0.02 8.18 8.22  0.351
H -0.93 7.65 6.05  0.345
H -2.25 8.41 6.97  0.397
Br 1.36 -8.91 -10.59  -0.121
C -0.17 -9.65 -9.64  -0.345
C -1.33 -9.90 -10.58  -0.591
Br -2.24 -8.24 -11.04  -0.127
H -0.41 -8.95 -8.84  0.092
H 0.18 -10.58 -9.21  0.335
H -2.09 -10.52 -10.09  0.344
H -1.03 -10.37 -11.51  0.370

***

# C3H5NO2S

The molecule C3H5NO2S (the ωB97M-V functional and the def2-TZVPD basis, the Open Molecules 2025 dataset).

The molecular weight is 119.14 g mol⁻¹. The calculation puts the HOMO-LUMO gap at 10.3 eV. For the LUMO energy, the calculation gives 0.7 eV. The relative energy (zero: lowest compared OMol25 entry of this formula, charge and spin) is 105.3 kJ/mol. The calculation puts the electronic energy at -720.7064 a.u. As for the SMILES: O=C1OCCN1S.

Last column: natural (NBO) charge in e.
CARTESIAN COORDINATES (ANGSTROEM)
C 0.84 0.80 0.81  0.891
C -0.62 -0.57 -0.54  -0.257
C -1.36 0.47 0.30  -0.091
N 0.70 -0.60 0.20  -0.666
O 1.89 1.25 1.21  -0.572
O -0.35 1.38 0.80  -0.480
S 2.01 -1.49 -0.34  0.261
H -1.03 -1.62 -0.35  0.235
H -0.56 -0.15 -1.57  0.195
H -1.89 1.04 -0.46  0.202
H -1.94 0.13 1.24  0.207
H 2.31 -0.65 -1.29  0.077

***

# C2H3ClINO2

A 2-piece molecular cluster, C2H3ClINO2 overall (the ωB97M-V functional and the def2-TZVPD basis, the Open Molecules 2025 dataset).

The molecular weight is 235.41 g mol⁻¹. The calculation puts the HOMO-LUMO gap at 8.1 eV. For the LUMO energy, the calculation gives -1.7 eV. The relative energy (zero: lowest compared OMol25 entry of this formula, charge and spin) is 50.8 kJ/mol. The calculation puts the electronic energy at -1040.9650 a.u. As for the SMILES: O=[N+]([O-])I.C=CCl.

Last column: natural (NBO) charge in e.
CARTESIAN COORDINATES (ANGSTROEM)
C 1.45 -0.04 0.89  -0.407
C 1.53 0.98 0.07  -0.195
N -1.93 -0.98 -0.74  0.511
O -2.51 -1.49 -1.65  -0.314
O -0.91 -1.16 -0.23  -0.290
Cl 0.15 1.87 -0.53  -0.034
I -3.30 0.49 0.25  0.094
H 2.39 -0.35 1.22  0.204
H 0.62 -0.61 1.05  0.217
H 2.50 1.29 -0.34  0.213

***

# C5H10O

The molecule C5H10O (the ωB97M-V functional and the def2-TZVPD basis, the Open Molecules 2025 dataset).

The molecular weight is 86.13 g mol⁻¹. The calculation puts the HOMO-LUMO gap at 10.5 eV. For the LUMO energy, the calculation gives 1.0 eV. The relative energy (zero: lowest compared OMol25 entry of this formula, charge and spin) is 113.6 kJ/mol. The calculation puts the electronic energy at -271.7094 a.u. As for the SMILES: C=CCCCO.

Last column: natural (NBO) charge in e.
CARTESIAN COORDINATES (ANGSTROEM)
O -0.86 -0.22 1.90  -0.732
C -0.89 0.10 -1.04  -0.164
C -0.53 -0.71 -2.02  -0.416
C 0.48 -0.53 1.48  -0.070
C 1.03 0.51 0.51  -0.409
C -0.02 1.14 -0.40  -0.448
H -1.39 -1.02 1.73  0.472
H -1.89 0.01 -0.65  0.197
H -1.19 -1.46 -2.45  0.200
H 0.46 -0.66 -2.45  0.184
H 0.52 -1.52 1.02  0.168
H 1.11 -0.57 2.37  0.172
H 1.54 1.32 1.06  0.204
H 1.79 0.02 -0.09  0.204
H -0.64 1.83 0.19  0.221
H 0.48 1.76 -1.16  0.215